No. 1
DFT (ωB97M-V/def2-TZVPD) results for 2 unconnected molecules or ions with the total composition C6H8BNO2 at a distorted geometry.

Last column: natural (NBO) charge in e.
CARTESIAN COORDINATES (ANGSTROEM)
B -2.109 2.049 0.698  0.95
C 0.978 0.206 -1.596  -0.16
C -0.200 0.407 -0.922  -0.29
C 1.912 -0.743 -1.063  -0.31
C 0.235 -1.283 0.651  -0.34
C -0.631 -0.276 0.191  0.16
C 1.475 -1.484 0.019  0.31
N -1.900 -0.097 0.624  -0.79
O -0.979 2.558 1.116  -0.89
O 2.307 -2.597 0.335  -0.70
H -3.104 2.611 0.584  -0.11
H 1.087 0.659 -2.498  0.20
H -0.685 1.264 -1.359  0.19
H 2.825 -0.950 -1.522  0.22
H -0.049 -2.022 1.466  0.21
H -2.134 -0.417 1.546  0.36
H -0.841 3.462 1.329  0.52
H 1.814 -3.347 0.401  0.47

Results
* net charge: 0
* E_LUMO: 0.18 eV
* gap between HOMO and LUMO: 7.590 eV
* ΔE to the lowest compared entry with this formula, charge and spin: 464.5 kJ/mol

***

No. 2
DFT (ωB97M-V/def2-TZVPD) results for a molecular structure, C2H3IrO2 at a distorted geometry.

Last column: natural (NBO) charge in e.
CARTESIAN COORDINATES (ANGSTROEM)
O 1.261 -0.438 1.562  -0.11
Ir -0.066 -1.613 0.572  1.20
O 1.776 -1.620 1.172  -0.22
C -0.224 0.997 -0.503  -0.20
C -0.874 -0.213 -0.584  -0.42
H -0.757 1.959 -0.511  0.25
H 0.819 1.060 -0.847  0.24
H -1.936 -0.132 -0.861  0.26

Results
* net charge: +1
* E_LUMO (spin up / spin down): -5.83 / -7.93 eV
* gap between HOMO and LUMO (spin up / spin down): 8.974 / 7.960 eV
* ΔE to the lowest compared entry with this formula, charge and spin: 140.3 kJ/mol
* multiplicity: 6